{"formula": "C11H14N2O3S2", "method": "ωB97M-V with the def2-TZVPD basis set", "smiles": "CCOC(=S)N/C(=N\\S(C)(=O)=O)c1ccccc1", "charge": 0, "homo_ev": -8.890, "de_lowest_ev": 0.0000, "e_tot_ev": -42426.7340, "homo_lumo_gap_ev": 8.469, "species": ["C", "C", "O", "C", "S", "N", "C", "N", "S", "C", "O", "O", "C", "C", "C", "C", "C", "C", "H", "H", "H", "H", "H", "H", "H", "H", "H", "H", "H", "H", "H", "H"], "positions_angstrom": [[-4.155, -0.516, 0.347], [-3.009, -1.204, 1.073], [-1.721, -0.781, 0.615], [-1.264, -1.329, -0.503], [-1.985, -2.523, -1.355], [0.022, -0.984, -0.824], [0.764, 0.110, -0.410], [0.305, 1.262, -0.140], [-1.138, 1.895, -0.658], [-1.913, 2.358, 0.902], [-1.938, 0.954, -1.397], [-0.772, 3.098, -1.343], [2.212, -0.125, -0.299], [3.079, 0.963, -0.396], [4.444, 0.774, -0.299], [4.957, -0.498, -0.099], [4.100, -1.582, 0.010], [2.733, -1.402, -0.090], [-4.176, 0.547, 0.568], [-5.093, -0.967, 0.656], [-4.037, -0.636, -0.726], [-3.082, -2.289, 0.940], [-3.011, -0.965, 2.140], [0.450, -1.604, -1.501], [-2.871, 2.811, 0.684], [-2.017, 1.470, 1.508], [-1.244, 3.072, 1.361], [2.652, 1.941, -0.557], [5.111, 1.619, -0.381], [6.024, -0.646, -0.024], [4.500, -2.572, 0.176], [2.073, -2.250, 0.020]], "lowdin_charge": [-0.071, -0.253, -0.108, -0.877, 0.766, 0.083, -0.303, 0.007, 0.603, -0.116, -0.301, -0.304, -0.151, -0.011, -0.066, -0.074, -0.073, -0.025, 0.063, 0.084, 0.057, 0.084, 0.126, 0.133, 0.070, 0.045, 0.064, 0.116, 0.107, 0.105, 0.106, 0.115]}

---

{"formula": "C11H14N3", "method": "ωB97M-V with the def2-TZVPD basis set", "smiles": "CN1C=[NH+][C@H]2c3ccc(N)cc3C[C@H]21", "charge": 1, "homo_ev": -10.991, "de_lowest_ev": 0.5875, "e_tot_ev": -16096.5741, "homo_lumo_gap_ev": 7.261, "species": ["C", "N", "C", "N", "C", "C", "C", "C", "C", "N", "C", "C", "C", "C", "H", "H", "H", "H", "H", "H", "H", "H", "H", "H", "H", "H", "H", "H"], "positions_angstrom": [[-3.406, 1.214, -0.526], [-2.552, 0.120, -0.085], [-2.541, -1.032, -0.826], [-1.500, -1.827, -0.495], [-0.835, -1.448, 0.655], [0.639, -0.905, 0.320], [1.676, -1.715, 0.157], [2.900, -1.086, -0.129], [3.105, 0.315, -0.181], [4.277, 0.865, -0.455], [1.982, 1.117, -0.059], [0.735, 0.439, 0.178], [-0.512, 1.260, 0.562], [-1.573, 0.161, 0.935], [-4.468, 0.806, -0.458], [-3.404, 2.027, 0.178], [-3.170, 1.396, -1.492], [-2.883, -1.154, -1.857], [-1.527, -2.762, -0.836], [-0.844, -2.097, 1.527], [1.576, -2.740, 0.398], [3.772, -1.710, -0.042], [5.151, 0.369, -0.322], [4.409, 1.873, -0.179], [2.151, 2.153, 0.163], [-0.168, 2.018, 1.311], [-0.818, 1.918, -0.272], [-2.171, 0.423, 1.829]], "lowdin_charge": [0.009, -0.125, 0.045, 0.088, -0.067, -0.192, -0.038, 0.007, -0.364, 0.112, 0.040, -0.162, -0.052, -0.100, 0.133, 0.106, 0.063, 0.179, 0.163, 0.152, 0.113, 0.107, 0.113, 0.139, 0.116, 0.136, 0.121, 0.157]}

---

{"formula": "C11H14N8O3", "method": "ωB97M-V with the def2-TZVPD basis set", "charge": 0, "homo_ev": -9.052, "e_tot_ev": -29694.2633, "homo_lumo_gap_ev": 9.434, "species": ["N", "N", "N", "N", "N", "N", "O", "O", "O", "C", "C", "C", "C", "C", "N", "N", "C", "C", "C", "C", "C", "C", "H", "H", "H", "H", "H", "H", "H", "H", "H", "H", "H", "H", "H", "H"], "positions_angstrom": [[1.639, 2.641, 1.611], [-0.749, 1.915, 1.308], [1.933, -0.331, 1.987], [4.258, -0.817, 1.818], [2.476, -1.240, -1.369], [0.507, 2.258, 1.419], [-3.220, -0.292, -2.491], [-3.276, 1.159, 1.477], [-1.678, -1.103, -0.477], [3.127, -0.438, 2.525], [4.109, -1.151, 0.561], [2.828, -1.095, -0.108], [1.091, -0.965, -1.376], [0.666, -0.600, -0.127], [5.214, -1.608, -0.071], [1.788, -0.659, 0.674], [-3.866, -0.783, -1.311], [-0.729, 1.764, -1.156], [-0.753, -0.344, 0.278], [-2.723, 0.900, 0.197], [-2.962, -0.618, -0.112], [-1.213, 1.101, 0.148], [-2.343, -0.692, -2.569], [-2.825, 1.948, 1.853], [3.256, -0.202, 3.562], [0.455, -1.095, -2.230], [6.049, -1.518, 0.427], [5.178, -1.715, -1.076], [-4.824, -0.278, -1.101], [-4.089, -1.849, -1.431], [-1.137, 1.265, -2.038], [0.357, 1.811, -1.210], [-1.099, 2.774, -1.144], [-0.860, -0.598, 1.338], [-3.208, 1.577, -0.548], [-3.378, -1.123, 0.765]], "lowdin_charge": [0.212, 0.113, 0.093, 0.109, 0.127, -0.145, -0.056, -0.022, -0.041, -0.163, -0.317, -0.242, -0.040, -0.137, 0.172, 0.005, -0.178, 0.002, -0.220, -0.253, -0.230, -0.390, 0.080, 0.096, 0.102, 0.113, 0.086, 0.110, 0.141, 0.123, 0.087, 0.079, 0.085, 0.167, 0.165, 0.166]}

---

{"formula": "C11H14N8O6", "method": "ωB97M-V with the def2-TZVPD basis set", "charge": 0, "homo_ev": -8.523, "e_tot_ev": -35826.0452, "homo_lumo_gap_ev": 6.202, "species": ["O", "N", "C", "C", "N", "O", "C", "N", "O", "O", "C", "C", "N", "O", "O", "N", "C", "H", "C", "N", "C", "C", "N", "N", "C", "C", "H", "H", "H", "H", "H", "H", "H", "H", "H", "H", "H", "H", "H"], "positions_angstrom": [[0.360, 5.456, -2.284], [0.972, 4.404, -2.239], [0.642, 3.067, -2.295], [1.835, 2.333, -2.179], [2.908, 3.163, -2.013], [2.370, 4.425, -2.059], [1.778, 0.886, -2.225], [2.967, 0.075, -2.212], [4.094, 0.583, -2.072], [2.812, -1.162, -2.359], [0.515, 0.244, -2.278], [-0.628, 1.032, -2.487], [-1.978, 0.672, -2.608], [-2.547, -0.395, -2.770], [-2.716, 1.881, -2.559], [-1.893, 2.977, -2.489], [-0.631, 2.451, -2.462], [0.418, -0.832, -2.202], [0.288, 0.211, 2.774], [-0.706, -0.293, 1.853], [-1.518, 0.690, 1.185], [-0.988, -1.576, 1.436], [-1.808, -1.627, 0.406], [-0.426, -2.652, 2.081], [0.657, -2.566, 3.037], [-0.894, -4.003, 1.822], [0.119, -0.121, 3.805], [1.311, -0.045, 2.468], [0.203, 1.306, 2.770], [-2.286, 0.113, 0.644], [-1.970, 1.371, 1.912], [-0.941, 1.244, 0.425], [-2.098, -2.553, 0.047], [1.533, -2.084, 2.586], [0.340, -2.042, 3.947], [0.927, -3.591, 3.312], [-1.233, -4.082, 0.785], [-0.063, -4.696, 1.995], [-1.723, -4.265, 2.503]], "lowdin_charge": [0.097, -0.153, -0.050, -0.137, 0.158, 0.048, -0.052, -0.318, 0.087, 0.046, 0.142, -0.105, -0.137, 0.105, 0.044, 0.160, -0.132, 0.140, -0.077, -0.154, -0.096, -0.416, 0.061, -0.156, -0.069, -0.057, 0.077, 0.082, 0.090, 0.057, 0.091, 0.079, 0.042, 0.087, 0.079, 0.085, 0.071, 0.083, 0.098]}

---

{"formula": "C11H14O4", "method": "ωB97M-V with the def2-TZVPD basis set", "charge": 0, "homo_ev": -8.740, "de_lowest_ev": 2.1967, "e_tot_ev": -19817.3447, "homo_lumo_gap_ev": 8.699, "species": ["C", "C", "C", "C", "C", "C", "C", "C", "C", "C", "C", "O", "O", "O", "O", "H", "H", "H", "H", "H", "H", "H", "H", "H", "H", "H", "H", "H", "H"], "positions_angstrom": [[-3.545, 1.363, -0.011], [-4.021, -2.620, 0.739], [0.425, 0.226, 0.526], [0.107, 1.452, 0.834], [-4.339, -1.353, 0.435], [-1.018, 3.353, 0.049], [-3.884, 0.332, -0.961], [2.485, 0.086, -1.545], [1.741, -0.427, 0.776], [2.258, -1.025, -0.539], [-1.290, 1.976, 0.741], [-4.123, 2.308, 0.483], [-0.546, 4.312, 0.611], [-4.076, -0.853, -0.807], [-2.201, 1.135, 0.021], [-4.224, -3.033, 1.656], [-3.574, -3.138, -0.022], [-0.412, -0.304, 0.028], [0.767, 2.034, 1.473], [-4.893, -0.695, 1.174], [-1.193, 3.355, -1.002], [1.542, 0.683, -1.614], [3.303, 0.760, -1.154], [2.882, -0.117, -2.502], [2.414, 0.162, 1.386], [1.655, -1.219, 1.434], [3.286, -1.672, -0.537], [1.486, -1.789, -0.756], [-1.733, 2.280, 1.733]], "lowdin_charge": [-0.511, 0.107, -0.110, -0.062, -0.147, -0.183, 0.031, -0.128, -0.216, -0.269, -0.234, 0.112, 0.072, 0.052, -0.014, 0.045, 0.049, 0.135, 0.135, 0.162, 0.125, 0.076, 0.096, 0.044, 0.117, 0.081, 0.151, 0.102, 0.180]}

---

{"formula": "C11H14O4SSr", "method": "ωB97M-V with the def2-TZVPD basis set", "charge": 2, "homo_ev": -13.176, "e_tot_ev": -31473.2432, "homo_lumo_gap_ev": 4.236, "species": ["C", "S", "O", "O", "C", "C", "C", "C", "C", "C", "C", "C", "C", "O", "C", "O", "H", "H", "H", "H", "H", "H", "H", "H", "H", "H", "H", "H", "H", "H", "Sr"], "positions_angstrom": [[-1.069, -3.094, -0.071], [-0.980, -1.557, -1.134], [0.313, -1.463, -1.899], [-2.115, -1.717, -2.189], [-1.412, -0.031, -0.146], [-1.309, 1.263, -1.088], [-0.066, 2.232, -0.772], [1.193, 1.518, -0.103], [2.308, 0.761, -0.871], [3.477, 0.118, -0.089], [3.549, 0.230, 1.473], [2.465, 1.023, 2.295], [1.306, 1.641, 1.463], [-2.841, -0.187, 0.186], [-2.972, -0.076, 1.621], [-2.602, -0.953, 2.426], [-0.145, -3.726, -0.287], [-1.092, -2.708, 1.017], [-2.039, -3.679, -0.225], [-0.870, 0.050, 0.855], [-2.269, 1.878, -0.893], [-1.335, 1.025, -2.214], [-0.319, 3.153, -0.147], [0.297, 2.638, -1.794], [2.198, 0.700, -2.014], [4.278, -0.457, -0.657], [4.383, -0.249, 2.088], [2.529, 1.120, 3.440], [0.495, 2.233, 2.026], [-3.455, 0.883, 2.039], [-1.899, -2.568, -4.335]], "lowdin_charge": [-0.089, 0.828, -0.361, -0.673, -0.305, -0.124, -0.155, -0.204, -0.047, -0.052, -0.045, -0.042, -0.046, -0.104, -0.191, 0.085, 0.101, 0.097, 0.101, 0.151, 0.147, 0.119, 0.126, 0.129, 0.100, 0.093, 0.095, 0.106, 0.101, 0.188, 1.875]}